{"formula": "C3H9NO4", "method": "wB97M-V/def2-TZVPD", "symbols": ["O", "C", "N", "C", "O", "C", "H", "H", "H", "H", "H", "H", "H", "O", "H", "H", "O"], "positions_angstrom": [[2.0639, -0.8978, -0.4711], [1.1677, -0.3038, 0.3122], [-0.0288, 0.0624, -0.4954], [-1.2704, -0.2639, -0.1394], [-2.2460, -0.1866, -0.8948], [0.9379, -0.6375, 1.7290], [0.1467, 0.1630, -1.4847], [-1.3750, -0.6007, 0.8982], [1.4040, -1.5448, 2.1169], [0.5465, -0.0007, 2.5053], [1.7077, 0.5798, 0.8553], [3.3018, -0.0184, -0.2109], [4.8431, 0.4729, -0.1593], [3.9524, 0.7575, 0.0460], [-5.1187, 1.3639, -0.7474], [-3.7728, 0.6528, -0.4421], [-4.5398, 1.1025, -0.0395]], "mol_weight_g_mol": 123.11, "spin_multiplicity": 2, "max_force_ha_per_bohr": 0.0543, "homo_energy_ha": [-0.110, -0.158], "homo_lumo_gap_ev": [6.63, 7.94], "relative_energy_kcal_mol": 5.07, "lumo_ev": [3.65, 3.63], "total_charge": -1}